[1]
The molecule C18H20N2O4, computed with ωB97M-V/def2-TZVPD.

The geometry in XYZ format:
```
44
Properties=species:S:1:pos:R:3:lowdin_charge:R:1
C 2.674 0.560 0.988 -0.29
C 2.134 -0.695 0.388 -0.48
C 2.814 1.701 -0.178 -0.11
C 1.481 1.861 -0.812 -0.26
C 0.577 2.695 -0.057 -0.04
C 1.022 1.177 -1.988 -0.02
C -0.780 2.630 -0.436 -0.02
C -0.377 0.985 -2.248 -0.02
C -1.226 1.816 -1.527 -0.36
C 0.345 -2.360 -0.104 -0.14
C 0.231 -2.388 -1.611 -0.45
C -0.850 -2.727 0.781 -0.09
C -1.776 -1.595 0.941 -0.31
C -2.563 -1.215 -0.119 0.00
C -1.719 -0.776 2.011 -0.11
C -3.604 -0.151 0.048 -0.07
C -2.581 0.268 2.197 -0.09
C -3.657 0.511 1.267 -0.10
H 4.747 0.045 1.197 0.10
H 3.813 -0.278 2.545 0.10
H 1.737 0.952 1.582 0.17
H 3.030 2.647 0.362 0.11
H 3.848 1.535 -0.641 0.14
H 0.829 3.270 0.821 0.11
H 1.743 0.585 -2.680 0.14
H -1.491 3.389 0.103 0.14
H -0.713 0.150 -3.015 0.17
H -3.058 2.326 -1.304 0.12
H 0.127 -0.189 0.291 0.12
H 1.292 -3.024 -0.023 0.18
H -0.313 -3.090 1.689 0.14
H -1.400 -3.565 0.204 0.16
H -2.282 -1.537 -1.192 0.13
H -0.969 -0.870 2.865 0.14
H -4.090 0.108 -0.899 0.10
H -2.459 0.904 3.149 0.13
H -4.393 1.357 1.379 0.11
H 2.060 -1.941 -1.552 0.07
N 3.942 0.431 1.758 0.03
N 0.831 -0.910 0.277 0.16
O 2.905 -1.589 -0.006 0.01
O -2.510 1.774 -1.898 0.03
O -0.708 -2.831 -2.349 0.04
O 1.339 -1.947 -2.206 0.10
```

2S+1: 1
HOMO level, eV: -8.542
Calculated total energy, eV: -30158.751

[2]
The molecule C18H20N2O4, computed with ωB97M-V/def2-TZVPD.

The geometry in XYZ format:
```
44
Properties=species:S:1:pos:R:3:lowdin_charge:R:1
C -0.502 -3.948 2.489 -0.09
O -1.287 -4.362 1.399 -0.20
C -0.649 -4.201 0.145 -0.18
C -0.422 -2.754 -0.243 -0.12
C 0.900 -2.325 -0.289 0.00
C 1.273 -1.016 -0.574 -0.20
C 0.259 -0.098 -0.860 -0.03
C -1.053 -0.501 -0.829 0.02
C -1.431 -1.814 -0.511 -0.20
O -2.777 -1.962 -0.511 -0.06
C -3.434 -3.207 -0.409 -0.06
H -3.149 -3.754 0.491 0.08
H -4.494 -2.958 -0.362 0.10
H -3.255 -3.821 -1.297 0.10
H -1.842 0.199 -1.055 0.11
H 0.494 0.912 -1.161 0.11
C 2.694 -0.656 -0.586 -0.11
N 3.259 0.388 -0.134 0.08
N 2.547 1.332 0.514 0.05
C 3.090 2.523 0.886 -0.47
O 4.217 2.884 0.655 0.09
C 2.093 3.395 1.666 -0.10
O 0.738 3.069 1.466 -0.06
C 0.174 3.332 0.243 -0.28
C 0.866 3.810 -0.863 -0.02
C 0.191 4.010 -2.056 -0.08
C -1.161 3.738 -2.160 -0.10
C -1.849 3.261 -1.055 -0.09
C -1.189 3.059 0.140 -0.02
H -1.706 2.685 1.011 0.12
H -2.905 3.047 -1.124 0.11
H -1.675 3.894 -3.095 0.10
H 0.737 4.379 -2.911 0.11
H 1.924 4.019 -0.813 0.11
H 2.274 3.236 2.734 0.14
H 2.298 4.448 1.438 0.14
H 1.573 1.149 0.760 0.14
H 3.380 -1.378 -1.010 0.11
H 1.680 -3.042 -0.076 0.12
H -1.285 -4.721 -0.575 0.12
H 0.324 -4.712 0.167 0.12
H -0.271 -2.878 2.437 0.09
H -1.088 -4.150 3.383 0.09
H 0.438 -4.511 2.533 0.09
```

2S+1: 1
HOMO level, eV: -8.406
Calculated total energy, eV: -30158.749

[3]
The molecule C18H20N2O5S, computed with ωB97M-V/def2-TZVPD.

The geometry in XYZ format:
```
46
Properties=species:S:1:pos:R:3:lowdin_charge:R:1
C 6.925 0.460 3.212 -0.08
H 6.491 0.261 4.196 0.10
O 6.589 -0.549 2.286 -0.07
C 5.289 -0.764 1.992 -0.27
C 4.220 -0.048 2.531 0.00
C 2.925 -0.358 2.151 -0.05
C 2.696 -1.371 1.245 -0.29
C 3.746 -2.092 0.701 -0.05
C 5.037 -1.792 1.072 0.02
H 5.879 -2.334 0.672 0.12
H 3.529 -2.883 0.002 0.12
S 1.045 -1.738 0.707 0.67
O 0.846 -3.149 0.586 -0.27
O 0.116 -0.983 1.521 -0.31
N 1.066 -1.127 -0.834 -0.09
H 0.689 -1.737 -1.540 0.13
C 0.881 0.295 -1.050 -0.32
C 1.845 0.806 -2.113 -0.03
H 1.602 0.359 -3.073 0.08
H 1.748 1.884 -2.207 0.09
H 2.867 0.553 -1.845 0.08
H 1.093 0.771 -0.086 0.14
C -0.583 0.603 -1.442 -0.42
O -0.880 1.069 -2.517 0.10
N -1.444 0.257 -0.454 0.14
C -2.839 0.310 -0.451 -0.19
C -3.588 0.877 -1.473 0.06
C -4.980 0.889 -1.404 -0.15
C -5.621 0.335 -0.297 -0.04
C -4.871 -0.220 0.725 -0.07
C -3.492 -0.239 0.654 -0.01
H -2.905 -0.678 1.448 0.11
H -5.367 -0.645 1.585 0.11
H -6.696 0.343 -0.218 0.10
C -5.717 1.514 -2.535 -0.40
O -5.151 2.173 -3.376 0.09
C -7.210 1.284 -2.587 -0.02
H -7.435 0.222 -2.522 0.09
H -7.600 1.685 -3.519 0.08
H -7.690 1.796 -1.756 0.09
H -3.105 1.311 -2.335 0.11
H -1.035 -0.152 0.388 0.09
H 2.083 0.175 2.564 0.12
H 4.384 0.744 3.243 0.11
H 8.011 0.438 3.286 0.10
H 6.607 1.447 2.863 0.10
```

2S+1: 1
HOMO level, eV: -8.557
Calculated total energy, eV: -43043.684

Copy entry 3 word for word.
The molecule C18H20N2O5S, computed with ωB97M-V/def2-TZVPD.

The geometry in XYZ format:
```
46
Properties=species:S:1:pos:R:3:lowdin_charge:R:1
C 6.925 0.460 3.212 -0.08
H 6.491 0.261 4.196 0.10
O 6.589 -0.549 2.286 -0.07
C 5.289 -0.764 1.992 -0.27
C 4.220 -0.048 2.531 0.00
C 2.925 -0.358 2.151 -0.05
C 2.696 -1.371 1.245 -0.29
C 3.746 -2.092 0.701 -0.05
C 5.037 -1.792 1.072 0.02
H 5.879 -2.334 0.672 0.12
H 3.529 -2.883 0.002 0.12
S 1.045 -1.738 0.707 0.67
O 0.846 -3.149 0.586 -0.27
O 0.116 -0.983 1.521 -0.31
N 1.066 -1.127 -0.834 -0.09
H 0.689 -1.737 -1.540 0.13
C 0.881 0.295 -1.050 -0.32
C 1.845 0.806 -2.113 -0.03
H 1.602 0.359 -3.073 0.08
H 1.748 1.884 -2.207 0.09
H 2.867 0.553 -1.845 0.08
H 1.093 0.771 -0.086 0.14
C -0.583 0.603 -1.442 -0.42
O -0.880 1.069 -2.517 0.10
N -1.444 0.257 -0.454 0.14
C -2.839 0.310 -0.451 -0.19
C -3.588 0.877 -1.473 0.06
C -4.980 0.889 -1.404 -0.15
C -5.621 0.335 -0.297 -0.04
C -4.871 -0.220 0.725 -0.07
C -3.492 -0.239 0.654 -0.01
H -2.905 -0.678 1.448 0.11
H -5.367 -0.645 1.585 0.11
H -6.696 0.343 -0.218 0.10
C -5.717 1.514 -2.535 -0.40
O -5.151 2.173 -3.376 0.09
C -7.210 1.284 -2.587 -0.02
H -7.435 0.222 -2.522 0.09
H -7.600 1.685 -3.519 0.08
H -7.690 1.796 -1.756 0.09
H -3.105 1.311 -2.335 0.11
H -1.035 -0.152 0.388 0.09
H 2.083 0.175 2.564 0.12
H 4.384 0.744 3.243 0.11
H 8.011 0.438 3.286 0.10
H 6.607 1.447 2.863 0.10
```

2S+1: 1
HOMO level, eV: -8.557
Calculated total energy, eV: -43043.684